[1]
A 6-piece molecular cluster, C29H50N2O13 overall at a distorted geometry, computed with wB97M-V/def2-TZVPD.

Last column: Löwdin charge in e.
CARTESIAN COORDINATES (ANGSTROEM)
N 8.187 -0.718 2.690  0.07
C 8.796 -0.405 1.312  -0.31
O 9.960 -0.919 0.872  -0.07
C 7.914 0.687 0.404  -0.12
C 6.618 0.018 -0.344  -0.14
C 5.161 0.437 0.277  -0.07
C 4.115 -0.658 0.384  -0.08
N 4.368 -2.103 -0.063  0.07
C 2.585 -0.380 1.000  -0.17
O 1.750 -1.342 1.401  -0.04
C 2.038 1.183 1.193  0.01
C 3.083 2.248 1.092  0.01
C 4.691 1.932 0.757  -0.18
O 5.507 3.008 0.881  -0.07
H 8.126 -1.759 2.729  0.09
H 7.216 -0.294 2.701  0.08
H 7.670 1.569 1.133  0.11
H 8.664 1.025 -0.460  0.13
H 6.611 0.346 -1.492  0.14
H 6.813 -1.158 -0.372  0.13
H 3.503 -2.684 0.008  0.08
H 5.179 -2.524 0.441  0.09
H 0.901 1.446 1.397  0.13
H 2.723 3.366 1.222  0.12
O -2.750 3.443 2.137  0.07
C -1.991 3.817 3.029  -0.50
O -0.663 3.921 2.798  -0.02
C 0.276 4.534 3.700  -0.23
C 0.769 3.535 4.728  -0.06
C -2.506 4.073 4.414  0.01
H -0.143 5.436 4.156  0.12
H 1.122 4.865 3.087  0.12
H -0.047 3.172 5.359  0.07
H 1.530 3.987 5.371  0.09
H 1.201 2.659 4.233  0.08
H -2.523 3.134 4.973  0.10
H -3.527 4.464 4.338  0.09
H -1.937 4.821 4.962  0.07
O 3.334 -4.489 -2.323  0.06
C 2.561 -3.832 -3.017  -0.50
O 2.972 -2.681 -3.596  -0.01
C 2.218 -1.948 -4.579  -0.22
C 1.247 -0.993 -3.913  -0.06
C 1.124 -4.238 -3.156  0.00
H 1.727 -2.623 -5.286  0.12
H 2.946 -1.371 -5.160  0.12
H 0.504 -1.528 -3.315  0.05
H 0.722 -0.393 -4.662  0.08
H 1.778 -0.321 -3.231  0.08
H 0.550 -3.829 -2.321  0.09
H 1.069 -5.332 -3.128  0.09
H 0.673 -3.938 -4.100  0.07
O -1.684 -2.894 -3.168  0.06
C -2.495 -1.974 -3.089  -0.49
O -2.859 -1.483 -1.883  0.00
C -3.639 -0.288 -1.689  -0.23
C -5.121 -0.595 -1.751  -0.07
C -3.171 -1.442 -4.319  0.01
H -3.341 0.497 -2.390  0.11
H -3.391 0.083 -0.689  0.13
H -5.412 -0.977 -2.734  0.07
H -5.710 0.302 -1.540  0.08
H -5.383 -1.368 -1.022  0.09
H -4.049 -2.053 -4.542  0.10
H -2.466 -1.507 -5.156  0.10
H -3.454 -0.394 -4.244  0.07
O -3.649 5.383 7.963  0.07
C -4.422 6.040 7.270  -0.51
O -4.011 7.191 6.690  -0.01
C -4.765 7.924 5.707  -0.23
C -5.736 8.879 6.373  -0.07
C -5.859 5.634 7.130  0.00
H -5.256 7.249 5.000  0.11
H -4.037 8.501 5.126  0.12
H -6.479 8.344 6.972  0.07
H -6.261 9.479 5.625  0.08
H -5.204 9.551 7.055  0.09
H -6.433 6.043 7.966  0.10
H -5.914 4.540 7.159  0.10
H -6.310 5.934 6.186  0.07
O -1.775 -5.075 -6.614  0.07
C -1.601 -6.142 -6.029  -0.51
O -0.454 -6.837 -6.199  -0.01
C -0.070 -7.982 -5.416  -0.23
C -0.652 -9.254 -5.997  -0.07
C -2.693 -6.743 -5.193  0.01
H -0.326 -7.844 -4.361  0.11
H 1.024 -8.035 -5.462  0.13
H -1.746 -9.241 -5.978  0.07
H -0.306 -10.128 -5.437  0.08
H -0.356 -9.367 -7.045  0.09
H -3.358 -7.327 -5.833  0.10
H -3.262 -5.929 -4.731  0.09
H -2.328 -7.359 -4.374  0.07

Computed properties:
Orbital gap   7.308 eV
Structure (SMILES)   NC(=O)CCC1=C(N)C(=O)C=CC1=O.CCOC(C)=O.CCOC(C)=O.CCOC(C)=O.CCOC(C)=O.CCOC(C)=O
LUMO level   -0.0656 Ha


[2]
A 4-piece molecular cluster, C29H50O7 overall at a distorted geometry, computed with wB97M-V/def2-TZVPD.

Last column: Löwdin charge in e.
CARTESIAN COORDINATES (ANGSTROEM)
C 5.239 -0.731 3.867  -0.11
O 5.697 -1.158 2.602  -0.19
C 6.094 -0.125 1.727  -0.25
C 5.639 -0.467 0.316  -0.18
C 4.107 -0.541 0.218  -0.19
C 3.552 0.339 -0.904  -0.21
C 3.675 1.843 -0.633  -0.19
C 2.516 2.466 0.136  -0.20
C 1.127 1.992 -0.285  -0.21
C 0.021 2.933 0.239  -0.16
C -1.131 2.232 0.971  -0.11
C -2.204 1.750 0.064  -0.06
C -2.268 0.705 -0.771  -0.06
C -1.335 -0.415 -1.062  -0.12
C -0.962 -1.259 0.150  -0.17
C -2.139 -2.129 0.598  -0.13
C -2.252 -2.387 2.080  -0.21
C -2.718 -3.639 2.509  -0.04
C -2.889 -3.933 3.864  -0.08
C -2.593 -2.975 4.835  -0.09
C -2.119 -1.729 4.421  -0.08
C -1.949 -1.439 3.063  -0.04
C -3.547 0.841 -1.499  -0.38
O -3.942 0.287 -2.462  0.20
O -4.303 1.843 -0.888  0.14
C -3.467 2.506 -0.046  -0.42
O -3.735 3.535 0.459  0.19
H 4.606 -1.517 4.262  0.09
H 4.654 0.187 3.798  0.08
H 6.072 -0.557 4.549  0.08
H 7.176 0.020 1.757  0.12
H 5.620 0.820 2.001  0.11
H 6.033 0.300 -0.350  0.11
H 6.092 -1.413 0.031  0.11
H 3.648 -0.321 1.179  0.11
H 3.851 -1.568 -0.031  0.11
H 4.132 0.111 -1.797  0.11
H 2.532 0.033 -1.127  0.09
H 4.572 1.976 -0.026  0.10
H 3.882 2.353 -1.565  0.09
H 2.609 2.325 1.213  0.11
H 2.552 3.543 -0.030  0.11
H 0.972 0.992 0.110  0.09
H 1.059 1.907 -1.368  0.11
H 0.476 3.616 0.950  0.11
H -0.357 3.534 -0.583  0.12
H -1.591 2.976 1.618  0.12
H -0.759 1.450 1.623  0.11
H -1.809 -1.052 -1.805  0.12
H -0.457 0.004 -1.552  0.11
H -0.575 -0.662 0.964  0.08
H -0.144 -1.902 -0.168  0.12
H -2.118 -3.080 0.080  0.09
H -3.065 -1.640 0.284  0.13
H -2.950 -4.402 1.780  0.10
H -3.257 -4.905 4.152  0.10
H -2.734 -3.197 5.881  0.10
H -1.885 -0.967 5.149  0.10
H -1.585 -0.462 2.787  0.09
C -7.137 2.647 1.954  -0.09
C -7.392 2.485 0.466  -0.32
O -7.281 3.724 -0.224  -0.08
H -7.841 3.360 2.384  0.07
H -7.237 1.695 2.479  0.07
H -6.129 3.033 2.130  0.06
H -8.402 2.116 0.291  0.11
H -6.689 1.766 0.034  0.09
H -6.384 4.049 -0.093  0.07
C -1.288 -6.287 -3.148  -0.09
C -1.756 -5.432 -1.986  -0.32
O -1.061 -4.186 -1.928  -0.09
H -0.217 -6.475 -3.073  0.08
H -1.812 -7.244 -3.167  0.07
H -1.468 -5.779 -4.099  0.07
H -1.560 -5.933 -1.040  0.11
H -2.833 -5.247 -2.057  0.11
H -1.229 -3.718 -2.752  0.08
C 3.644 2.256 -5.278  -0.09
C 3.978 3.618 -4.699  -0.32
O 4.860 3.518 -3.583  -0.09
H 3.191 1.621 -4.515  0.07
H 2.951 2.344 -6.116  0.07
H 4.547 1.753 -5.631  0.07
H 3.078 4.109 -4.333  0.11
H 4.427 4.259 -5.465  0.11
H 5.671 3.099 -3.885  0.08

Computed properties:
Orbital gap   8.521 eV
Structure (SMILES)   COCCCCCCCCCC1=C(CCCc2ccccc2)C(=O)OC1=O.CCO.CCO.CCO
LUMO level   -0.0229 Ha


[3]
C29H51AsN8O7ReSSbSi2 as an isolated structure at a distorted geometry, computed with wB97M-V/def2-TZVPD.

Last column: Löwdin charge in e.
CARTESIAN COORDINATES (ANGSTROEM)
Re 0.456 -0.172 -0.729  1.06
C -3.640 -1.842 -4.920  -0.10
C -3.935 -0.674 -3.986  -0.31
N -3.660 -0.959 -2.595  -0.04
C -2.389 -1.107 -2.106  -0.82
S -1.071 -0.464 -2.947  0.70
N -2.343 -1.767 -0.960  -0.01
N -1.149 -1.730 -0.330  -0.15
C -0.940 -2.624 0.594  -0.32
C -1.870 -3.747 0.920  -0.03
C 0.328 -2.510 1.295  -0.27
C 0.765 -3.441 2.240  -0.02
C 1.978 -3.251 2.868  -0.05
C 2.731 -2.119 2.564  -0.05
C 2.247 -1.245 1.614  -0.15
N 1.085 -1.437 0.979  -0.04
H -3.844 -1.564 -5.954  0.07
H -4.257 -2.706 -4.670  0.07
H -2.593 -2.130 -4.841  0.05
H -4.990 -0.392 -4.049  0.11
H -3.344 0.200 -4.271  0.07
H -4.333 -1.529 -2.102  0.13
H -2.787 -3.640 0.348  0.07
H -2.111 -3.764 1.984  0.07
H -1.398 -4.698 0.662  0.09
H 0.152 -4.301 2.465  0.11
H 2.335 -3.971 3.592  0.11
H 3.681 -1.923 3.036  0.11
H 2.795 -0.358 1.325  0.10
C -4.952 3.617 -2.876  -0.37
Sb -3.316 2.702 -1.777  1.21
C -4.626 1.955 -0.241  -0.35
C -2.883 4.519 -0.694  -0.37
H -5.535 4.254 -2.215  -0.01
H -5.597 2.840 -3.282  -0.02
H -4.570 4.212 -3.702  -0.02
H -5.530 2.561 -0.208  0.00
H -4.107 2.015 0.713  -0.03
H -4.885 0.919 -0.433  -0.02
H -3.790 4.881 -0.211  0.00
H -2.508 5.285 -1.371  -0.01
H -2.128 4.305 0.062  -0.04
C 0.781 2.130 -3.796  -0.09
C 1.478 2.261 -2.442  -0.68
C 2.995 2.136 -2.609  -0.05
C 1.097 3.603 -1.800  -0.04
N 1.018 1.216 -1.575  -0.25
H 1.158 2.898 -4.473  0.08
H -0.299 2.239 -3.688  0.04
H 0.977 1.151 -4.233  0.06
H 3.364 2.941 -3.245  0.08
H 3.246 1.179 -3.064  0.08
H 3.499 2.179 -1.646  0.07
H 1.087 4.384 -2.561  0.08
H 1.804 3.884 -1.027  0.07
H 0.099 3.541 -1.360  0.05
C 2.621 2.258 1.439  -0.22
Si 0.902 2.231 2.236  0.25
C 0.371 4.013 2.571  -0.24
C 1.191 1.459 3.941  -0.22
As -0.821 1.338 0.858  0.71
Si -1.974 0.209 2.566  0.24
C -2.600 1.620 3.667  -0.25
C -1.089 -1.021 3.713  -0.20
C -3.515 -0.689 1.930  -0.22
H 2.964 3.285 1.308  0.03
H 2.651 1.771 0.465  -0.02
H 3.342 1.763 2.091  0.03
H 1.078 4.531 3.221  0.02
H -0.610 4.026 3.047  0.01
H 0.288 4.572 1.638  0.01
H 1.892 2.096 4.484  0.03
H 1.638 0.468 3.868  0.01
H 0.285 1.373 4.536  0.00
H -1.805 2.060 4.266  0.00
H -3.374 1.262 4.347  0.02
H -3.026 2.416 3.055  0.01
H -0.003 -0.968 3.670  0.00
H -1.382 -2.044 3.479  0.01
H -1.390 -0.816 4.742  0.03
H -4.411 -0.135 2.209  0.02
H -3.582 -1.682 2.375  0.02
H -3.517 -0.813 0.850  -0.01
O 4.858 -6.291 1.007  0.05
N 5.516 -5.266 0.927  -0.37
O 6.651 -5.150 1.365  0.05
C 4.916 -4.120 0.291  -0.16
C 5.619 -2.918 0.242  0.07
C 5.047 -1.825 -0.347  -0.06
C 3.687 -1.800 -0.886  -0.32
O 3.116 -0.770 -1.247  -0.04
C 3.058 -3.121 -0.836  -0.07
C 3.649 -4.223 -0.254  0.07
N 1.723 -3.323 -1.338  -0.31
O 1.240 -4.459 -1.272  0.03
O 1.084 -2.370 -1.815  -0.08
N 5.854 -0.609 -0.371  -0.35
O 6.769 -0.524 0.437  0.04
O 5.591 0.248 -1.191  0.09
H 6.613 -2.848 0.659  0.13
H 3.112 -5.158 -0.215  0.13

Computed properties:
Orbital gap (spin up / spin down)   4.714 / 5.880 eV
Charge   -1
Spin multiplicity   2
LUMO level (spin up / spin down)   0.0549 / 0.0581 Ha


[4]
A 4-piece molecular cluster, C29H51N5O10PS2Si overall at a distorted geometry, computed with wB97M-V/def2-TZVPD.

Last column: Löwdin charge in e.
CARTESIAN COORDINATES (ANGSTROEM)
C 2.630 0.620 -3.700  -0.20
Si 2.159 -0.892 -2.536  0.52
C 1.086 -2.059 -3.597  -0.22
C 3.723 -2.048 -2.218  -0.19
N 1.449 -0.212 -1.009  -0.08
C -0.081 -0.089 -0.811  -0.04
C -1.212 -0.448 -1.953  -0.18
C -1.796 -2.010 -1.827  -0.20
C -2.520 -2.491 -3.219  -0.22
C -3.816 -3.511 -2.975  -0.22
S -4.199 -4.493 -4.567  0.80
O -4.810 -3.597 -5.679  -0.35
O -5.149 -5.698 -4.213  -0.37
O -2.675 -5.133 -5.105  -0.23
C -0.794 0.453 0.592  -0.36
S -2.654 0.562 0.902  0.72
C 0.114 0.916 1.875  -0.04
C -0.532 1.439 3.299  -0.11
C -0.891 0.184 4.341  -0.20
O -2.137 -0.320 4.486  -0.04
C 0.417 -0.361 5.228  -0.10
C 1.250 -1.754 4.822  -0.02
C 2.554 -2.118 5.780  -0.06
C 3.053 -1.219 7.064  -0.04
C 2.164 0.133 7.427  -0.04
C 0.845 0.588 6.536  -0.01
C 1.761 0.834 1.590  -0.08
N 2.563 1.281 2.790  0.04
C 2.379 0.286 0.134  -0.10
P 4.285 0.362 0.060  0.76
O 4.955 1.437 1.062  -0.37
O 5.069 -1.160 0.541  -0.21
O 4.934 0.970 -1.483  -0.24
H 3.790 0.755 -3.819  0.05
H 2.063 1.613 -3.392  0.05
H 2.226 0.365 -4.794  0.06
H 0.629 -2.891 -2.876  0.06
H 0.290 -1.557 -4.294  0.05
H 1.800 -2.671 -4.333  0.06
H 3.549 -2.473 -1.127  0.05
H 3.763 -2.972 -2.932  0.07
H 4.738 -1.474 -2.349  0.06
H -2.203 0.217 -1.865  0.12
H -0.867 -0.190 -3.067  0.12
H -0.995 -2.760 -1.403  0.12
H -2.648 -1.946 -0.997  0.11
H -1.768 -2.935 -4.021  0.11
H -2.994 -1.518 -3.723  0.14
H -3.577 -4.211 -2.062  0.13
H -4.788 -2.859 -2.753  0.14
H -2.159 -5.227 -4.234  0.10
H -2.990 1.865 0.413  -0.06
H 0.293 2.077 3.879  0.12
H -1.467 2.146 3.110  0.12
H 0.947 -2.436 3.902  0.10
H 3.162 -3.090 5.524  0.09
H 4.008 -1.515 7.691  0.10
H 2.452 0.827 8.343  0.10
H 0.205 1.564 6.779  0.11
H 2.344 2.270 3.067  0.11
H 2.453 0.612 3.587  0.08
H 4.522 -1.494 1.336  0.10
H 4.795 1.980 -1.421  0.11
C -1.240 6.501 2.294  0.00
C -0.512 5.193 2.431  -0.54
O -0.350 4.647 3.520  0.01
N -0.022 4.607 1.301  0.00
C -0.105 5.080 -0.060  -0.07
H -1.569 6.840 3.280  0.09
H -0.573 7.259 1.873  0.09
H -2.122 6.374 1.660  0.09
H 0.454 3.730 1.478  0.11
H -0.623 4.320 -0.651  0.08
H 0.913 5.197 -0.440  0.09
H -0.636 6.029 -0.140  0.08
C 2.545 -5.024 -7.333  -0.01
C 2.712 -3.538 -7.178  -0.55
O 3.405 -3.048 -6.288  -0.01
N 2.067 -2.722 -8.060  0.00
C 1.214 -3.093 -9.163  -0.08
H 3.119 -5.538 -6.557  0.09
H 1.492 -5.296 -7.221  0.09
H 2.920 -5.343 -8.309  0.09
H 2.230 -1.736 -7.888  0.14
H 1.650 -2.686 -10.079  0.09
H 0.233 -2.639 -9.001  0.09
H 1.105 -4.174 -9.261  0.08
C -5.231 4.126 6.986  -0.01
C -4.824 3.891 5.558  -0.55
O -5.071 4.700 4.666  0.02
N -4.159 2.738 5.260  0.00
C -3.776 1.670 6.151  -0.08
H -5.750 5.086 7.063  0.09
H -5.913 3.338 7.316  0.09
H -4.347 4.159 7.627  0.09
H -3.920 2.655 4.278  0.13
H -2.690 1.563 6.104  0.06
H -4.243 0.748 5.795  0.08
H -4.080 1.858 7.182  0.08

Computed properties:
Orbital gap   5.562 eV
Charge   +1
LUMO level   -0.2013 Ha


Taking the records one at a time from the top gives E values of -60473.62525, -45215.81715, -153246.37776, -97636.31515 eV.